1.
Below is the molecule C23H24N4O3, with properties calculated with ωB97M-V/def2-TZVPD.

Geometry (Å):
C 4.197 -1.037 -1.512
O 0.103 -1.269 2.009
H -2.395 2.752 -0.831
C -4.344 -1.651 -0.111
C 2.339 -0.377 0.075
O 2.016 0.501 0.851
H 7.497 -1.403 -0.891
N 1.436 -1.156 -0.583
H -0.436 -1.469 -2.366
O -2.208 -2.507 0.677
C -0.314 -0.685 1.034
N -0.785 2.214 -2.084
C 0.554 2.269 -1.863
H 1.251 1.968 -2.619
C 4.693 -0.566 0.792
H -1.969 -3.392 2.444
C 6.453 -1.198 -0.707
C 6.029 -0.832 0.561
H -1.181 0.482 3.115
H -4.900 0.214 -2.877
C 0.802 2.752 -0.610
C -0.374 2.321 2.331
H -2.395 1.506 2.302
C -5.034 -0.928 -1.071
N -1.173 0.362 1.074
C -1.361 1.148 2.268
H -2.446 -0.008 -3.025
H -0.025 4.286 1.516
H 1.763 -1.782 -1.305
C -0.815 -1.266 -1.371
C -2.796 -3.000 1.855
H -3.512 -3.802 1.644
C -2.270 -1.181 -1.257
H -0.411 2.764 3.327
H -4.891 -2.112 0.696
C 3.764 -0.682 -0.238
H 3.500 -1.085 -2.337
C -0.663 3.422 1.303
N -0.417 2.995 -0.050
C -2.986 -0.481 -2.220
C -1.337 2.651 -0.984
H 6.742 -0.752 1.367
C 5.537 -1.290 -1.742
C -2.964 -1.788 -0.192
H 5.870 -1.559 -2.734
H -6.107 -0.830 -0.988
H 0.628 1.923 2.161
H 1.717 2.922 -0.083
C 0.057 -1.065 -0.378
C -4.360 -0.345 -2.127
H -1.709 3.738 1.371
H -3.292 -2.204 2.418
H -1.420 0.792 0.195
H 4.343 -0.275 1.771

The highest occupied orbital energy is -7.920 eV. For the energy, the calculation gives -36343.9330 eV. The energy relative to the best compared isomer or geometry (same formula, charge and spin) is 1.600 eV. Its LUMO energy is 0.02293 hartree. The SMILES is COc1ccccc1/C=C(/NC(=O)c1ccccc1)C(=O)NCCCn1ccnc1. The orbital gap comes out at 8.54 eV.

List of natural (NBO) charges in e, atom by atom: C -0.2246; O -0.6242; H 0.2023; C -0.3287; C 0.6679; O -0.6162; H 0.2155; N -0.6058; H 0.2109; O -0.5146; C 0.6886; N -0.4657; C -0.0997; H 0.2030; C -0.1949; H 0.2143; C -0.2019; C -0.1953; H 0.2359; H 0.2141; C -0.0803; C -0.4265; H 0.1893; C -0.1890; N -0.6393; C -0.2250; H 0.2296; H 0.2109; H 0.4070; C -0.2047; C -0.2516; H 0.1734; C -0.1495; H 0.2113; H 0.2190; C -0.0647; H 0.2080; C -0.2043; N -0.3461; C -0.1674; C 0.1240; H 0.2155; C -0.2089; C 0.4045; H 0.2160; H 0.2119; H 0.2467; H 0.2310; C 0.1035; C -0.2508; H 0.2039; H 0.1762; H 0.4109; H 0.2348



2.
Below is the molecule C23H24N6O3 in a non-equilibrium geometry, with properties calculated with ωB97M-V/def2-TZVPD.

Geometry (Å):
N -0.669 -2.089 1.128
C 1.156 -4.403 1.283
H 1.892 -5.032 -1.287
C -0.862 0.176 -2.635
C -0.122 5.305 0.693
H -0.472 -4.416 4.231
H 2.475 -7.144 2.770
O -1.323 -2.526 3.253
C 0.213 -4.752 3.467
C 2.129 -4.041 -0.888
N -2.179 0.783 -0.252
C -1.439 -0.964 0.906
C 0.269 -3.996 2.298
C 1.067 1.437 -0.923
C 1.937 -5.537 1.479
C -0.642 1.686 -2.573
H 2.006 -3.298 -1.675
N -1.945 6.464 1.231
O -1.078 6.395 2.239
O 1.226 -3.663 0.127
C -0.997 4.797 -1.870
H 1.674 -0.438 -1.767
H 0.878 3.688 -3.388
H 2.126 3.515 -2.140
N -1.344 -0.263 -0.256
C 1.058 3.405 -2.347
C 0.993 -0.085 -0.991
H 0.922 -6.440 4.572
N 0.023 5.707 1.943
H -1.919 -0.016 -2.823
C -2.811 0.747 0.904
H -0.448 -1.614 -1.527
H -2.777 5.908 -1.429
C 0.990 -5.877 3.655
H 3.162 -4.022 -0.533
H -3.544 1.493 1.138
C 1.855 -6.268 2.651
N 0.737 1.990 -2.223
H -0.275 -0.241 -3.454
H 0.388 1.798 -0.132
H -1.288 4.581 -2.887
H 1.301 -0.509 -0.034
C 0.707 4.548 -0.155
C -0.433 -0.529 -1.347
H -2.715 -0.624 2.661
H 2.621 -5.865 0.713
H -1.354 2.109 -1.852
H 1.660 4.195 0.205
H -0.840 2.108 -3.562
C -1.399 5.797 0.232
C -2.391 -0.335 1.685
H -0.071 -2.398 0.375
C -0.647 -2.812 2.285
C 0.262 4.296 -1.423
H 2.086 1.738 -0.667
C -1.828 5.532 -1.083

The highest occupied orbital energy is -8.301 eV. For the energy, the calculation gives -39321.1002 eV. The energy relative to the best compared isomer or geometry (same formula, charge and spin) is 0.069 eV. Its LUMO energy is -0.01114 hartree. The SMILES is COc1ccccc1C(=O)Nc1ccnn1C1CCN(Cc2ccc3nonc3c2)CC1. The orbital gap comes out at 8.00 eV.

List of natural (NBO) charges in e, atom by atom: N -0.6268; C 0.4018; H 0.1852; C -0.3954; C 0.1171; H 0.2472; H 0.2169; O -0.6015; C -0.1272; C -0.2501; N -0.3030; C 0.3158; C -0.2289; C -0.2347; C -0.3295; C -0.2479; H 0.2017; N -0.0712; O -0.0933; O -0.5424; C -0.1822; H 0.2096; H 0.2032; H 0.2058; N -0.1920; C -0.2293; C -0.4044; H 0.2197; N -0.0905; H 0.2288; C -0.0370; H 0.2008; H 0.2317; C -0.2439; H 0.1862; H 0.2090; C -0.1637; N -0.4416; H 0.2117; H 0.1880; H 0.2171; H 0.2132; C -0.2208; C -0.0407; H 0.2551; H 0.2205; H 0.2205; H 0.2254; H 0.1942; C 0.0366; C -0.3544; H 0.4321; C 0.6776; C -0.0272; H 0.2013; C -0.1944



3.
Below is the molecule C23H24N6OS in a non-equilibrium geometry, with properties calculated with ωB97M-V/def2-TZVPD.

Geometry (Å):
H 1.344 -1.111 -5.002
H 2.118 -0.065 -7.036
C 2.114 0.412 -3.677
H -2.851 -2.458 -1.846
H 3.797 3.144 -4.785
C -0.298 0.777 -1.558
N 0.846 0.595 5.515
C -0.471 -2.479 0.851
H -0.723 1.329 -0.719
S -1.477 -3.478 -0.171
C 2.320 0.418 -6.091
H 3.339 2.085 -6.974
C 1.220 0.607 -1.394
C -2.212 -1.936 2.572
C -1.783 1.332 3.227
C -0.697 0.755 3.886
C -0.406 -1.388 -2.640
C 0.187 -1.159 2.407
H -0.502 1.316 -2.491
H 1.978 -1.008 4.686
N -0.949 -0.519 -1.618
C -2.429 2.384 3.835
C 3.003 1.620 -6.060
H 1.682 1.591 -1.364
H -2.553 3.706 5.518
H 1.375 0.768 6.353
H 3.064 2.095 -2.725
H -2.599 -2.948 2.440
C 1.139 -0.349 4.579
N 0.787 -2.213 0.635
C -0.264 1.291 5.122
H -0.589 2.748 6.677
N -0.911 -1.852 1.979
N 1.199 -1.391 1.606
H -2.092 0.981 2.255
H -0.637 -0.950 -3.620
C 3.253 2.212 -4.833
C 1.121 -1.489 -2.461
H -0.838 -2.384 -2.581
C 2.823 1.621 -3.664
H -2.889 -1.222 2.097
C -0.925 2.351 5.730
O -2.317 -0.003 0.093
C -2.593 -2.166 -0.830
N 1.745 -0.189 -2.482
H -3.495 -2.145 -0.218
H 1.324 -1.935 -1.480
C 0.213 -0.306 3.570
C -1.934 -0.799 -0.753
H -3.273 2.845 3.344
H -2.136 -1.703 3.633
H 1.550 -2.133 -3.227
H 1.438 0.090 -0.455
C -2.015 2.881 5.075
C 1.879 -0.178 -4.924

The highest occupied orbital energy is -7.393 eV. For the energy, the calculation gives -46064.6575 eV. Its LUMO energy is 0.02036 hartree. The SMILES is Cn1c(SCC(=O)N2CCN(c3ccccc3)CC2)nnc1-c1c[nH]c2ccccc12. The orbital gap comes out at 7.95 eV.

List of natural (NBO) charges in e, atom by atom: H 0.2059; H 0.2077; C 0.2676; H 0.2404; H 0.2102; C -0.2457; N -0.5122; C 0.1379; H 0.2483; S 0.2565; C -0.1727; H 0.2104; C -0.2193; C -0.4246; C -0.2208; C -0.0188; C -0.2353; C 0.3356; H 0.1949; H 0.2233; N -0.4271; C -0.2208; C -0.2661; H 0.2102; H 0.2127; H 0.4161; H 0.2090; H 0.2217; C 0.0397; N -0.2974; C 0.1106; H 0.2127; N -0.3494; N -0.2914; H 0.2406; H 0.1956; C -0.1841; C -0.2514; H 0.2201; C -0.2895; H 0.2365; C -0.2375; O -0.6665; C -0.6090; N -0.4514; H 0.2437; H 0.2579; C -0.2022; C 0.6798; H 0.2123; H 0.2297; H 0.2098; H 0.2286; C -0.2148; C -0.3180



4.
Below is C23H24N6OSeTi as an isolated structure, with properties calculated with ωB97M-V/def2-TZVPD.

Geometry (Å):
H -0.813 3.929 1.341
H -1.688 -0.785 -4.465
C 3.434 -0.109 4.163
H -2.324 4.155 2.209
C -1.142 0.014 2.314
H -0.466 -0.528 2.973
C 1.757 0.812 -2.049
H -4.227 -0.367 0.963
C -1.027 1.406 2.163
H 2.967 -2.207 -4.038
C -3.303 0.112 1.256
C -2.295 -0.636 1.839
N -2.582 -1.275 -2.619
Se 0.345 -2.959 0.035
H 3.432 1.981 3.535
C 2.300 1.028 -3.302
C -2.007 2.151 1.514
C 1.311 1.918 -1.127
H 1.916 -2.527 2.342
H 4.009 0.045 5.065
H 3.270 -2.246 4.388
H -4.607 -1.565 -3.002
H 3.179 0.086 -5.015
H -0.186 1.924 2.613
H 2.033 2.741 -1.108
H -2.931 -2.051 -4.509
C 2.612 -1.336 -3.509
N -1.102 -0.101 -1.062
C -1.862 3.636 1.369
C 2.041 -1.484 -2.263
C 2.097 1.780 1.193
C 3.110 0.968 3.338
H -3.893 -2.749 -1.861
H 1.954 -2.457 -1.802
H 2.410 2.037 -3.674
C 3.023 -1.377 3.794
H -3.947 2.053 0.625
H -4.233 -1.068 -1.343
Ti 0.444 -0.405 0.305
H -2.343 3.996 0.460
C 2.378 0.713 2.204
H -2.411 -1.696 2.014
C -1.803 -0.672 -1.803
C -3.926 -1.705 -2.167
C -0.337 -3.195 1.735
N -0.699 -3.303 2.822
C -2.080 -1.663 -3.957
C 2.731 -0.059 -4.041
C 2.266 -1.547 2.645
N 1.229 1.308 0.192
H 0.336 2.314 -1.432
O 2.589 2.873 1.203
N 1.925 -0.516 1.859
H -1.325 -2.442 -3.860
C -3.150 1.480 1.081
N 1.610 -0.430 -1.543

The highest occupied orbital energy is -15.035 eV. For the energy, the calculation gives -123677.3627 eV. The energy relative to the best compared isomer or geometry (same formula, charge and spin) is 0.958 eV. Its LUMO energy is -0.29567 hartree. As for the total charge: +2. The orbital gap comes out at 6.99 eV.

List of natural (NBO) charges in e, atom by atom: H 0.2264; H 0.2292; C -0.0841; H 0.2563; C -0.3754; H 0.2721; C 0.2527; H 0.2327; C -0.1758; H 0.2598; C -0.2267; C -0.1683; N -0.4186; Se -0.0316; H 0.2744; C -0.2238; C -0.0089; C -0.2815; H 0.2433; H 0.2591; H 0.2644; H 0.2391; H 0.2557; H 0.2311; H 0.2757; H 0.2460; C -0.2325; N -0.6302; C -0.6457; C 0.0692; C 0.6465; C -0.1757; H 0.2313; H 0.2239; H 0.2563; C -0.2129; H 0.2282; H 0.2256; Ti 1.7017; H 0.2344; C 0.1050; H 0.2573; C 0.7205; C -0.3915; C -0.0013; N -0.3054; C -0.4001; C -0.0885; C 0.1070; N -0.7303; H 0.2490; O -0.4851; N -0.5736; H 0.2231; C -0.0918; N -0.5379